The following is a quantum chemistry calculation of the ion C9H9N2O3S with charge +1, from the OMol25 dataset.

Calculated values
HOMO energy ... -12.48 eV
Gap between HOMO and LUMO ... 6.98 eV
DFT total energy ... -29425.30252 eV
Max |F| ... 5.25 eV/A
LUMO level ... -5.4973 eV
Charge ... +1

```
24
Properties=species:S:1:pos:R:3:mulliken_charge:R:1
C -3.406 0.471 0.868 -0.675
C -2.092 0.155 0.868 0.675
C -2.338 1.376 -1.083 -0.298
C 0.286 -1.777 -0.410 -0.863
C -0.806 -2.440 -0.536 0.660
C 0.569 -0.425 -0.563 0.441
C 2.090 -0.152 -0.588 0.790
C -1.467 -0.496 1.943 -1.222
C 3.687 1.544 -1.112 -0.740
N -1.547 0.677 -0.280 0.106
N -0.177 0.713 -0.481 -0.181
O -1.726 -3.090 -0.713 -0.220
O 2.836 -1.060 -0.413 -0.545
O 2.358 1.061 -0.836 -0.331
S -3.914 1.326 -0.503 0.024
H -4.041 0.073 1.611 0.457
H 1.232 -2.280 -0.270 0.585
H -0.287 -0.323 2.000 0.243
H -1.866 -0.228 2.917 0.429
H -1.607 -1.579 1.850 0.275
H 3.881 1.494 -2.150 0.333
H 4.346 0.823 -0.877 0.387
H 3.692 2.524 -0.563 0.266
H 0.296 1.614 -0.680 0.403
```